C6H15BF4InNO2 as an isolated structure in a non-equilibrium geometry, computed with ωB97M-V with the def2-TZVPD basis set.

XYZ file:
```
30
Properties=species:S:1:pos:R:3:forces:R:3:nbo_charge:R:1
In -0.07847 2.10035 -0.00520 -0.9140 -2.0264 1.0541 1.464
B -1.48149 1.14989 3.04659 -1.1244 -0.2871 1.8212 1.335
F -1.96754 1.48891 1.71660 0.8020 0.3846 -1.7372 -0.583
F -1.67253 2.20908 3.86846 0.4621 -0.1532 -0.3849 -0.498
F -2.18099 0.00510 3.44471 0.3608 0.2021 -0.5955 -0.507
F -0.12431 0.77235 2.87356 0.2012 0.6569 -0.0737 -0.544
C -0.69482 1.43272 -3.77561 -0.1932 0.4614 0.5275 -0.257
O -0.50566 0.74531 -2.51103 0.3959 0.1455 -0.1038 -0.558
C -0.84476 -0.62378 -2.54020 -0.3809 0.1098 0.9028 -0.078
C -0.22367 -1.25038 -1.30172 -0.0151 1.1049 -1.0493 -0.294
N -0.82482 -0.74143 -0.06830 0.1153 -1.7740 -0.2304 -0.304
C -0.34542 -1.36172 1.12202 0.1078 2.4983 1.0792 -0.324
C 1.13169 -1.06031 1.35917 0.4501 -1.6383 -0.9075 -0.107
O 1.49421 0.27221 1.22041 0.0147 -0.3470 0.1489 -0.440
C 2.87608 0.51326 1.48898 1.0080 1.2201 0.1234 -0.285
H -0.36353 2.44829 -3.57547 0.0768 0.0297 -0.3050 0.204
H -1.76507 1.45721 -3.99421 0.0658 -0.1486 -0.1637 0.218
H -0.11953 0.98589 -4.58292 0.0235 -0.0994 0.0728 0.223
H -0.46059 -1.18455 -3.39408 -0.2179 0.3235 -0.2920 0.239
H -1.94050 -0.63849 -2.45861 -0.0087 -0.5580 -0.3932 0.211
H 0.84539 -1.04361 -1.38202 0.0457 -0.0258 0.5790 0.245
H -0.35427 -2.34196 -1.34118 -0.1623 -0.0068 0.1941 0.296
H -1.85067 -0.70759 -0.07016 0.0565 0.4417 -0.1335 0.452
H -0.54080 -2.44550 1.16945 -0.0873 -0.0112 -0.2089 0.326
H -0.91634 -0.89129 1.94843 -0.1610 -0.6297 0.1208 0.337
H 1.75735 -1.68450 0.68998 0.1021 0.1429 0.0163 0.231
H 1.39473 -1.50694 2.33198 -0.1863 0.6254 0.3365 0.303
H 3.01494 1.57752 1.29909 0.1447 -0.0841 -0.2419 0.212
H 3.57566 -0.06763 0.88220 -0.3372 -0.1048 -0.2048 0.230
H 3.16572 0.39159 2.53911 -0.6447 -0.4524 0.0485 0.253
```
Forces are in eV/Å.

The calculation puts the electronic energy at -28752.015 eV. The multiplicity is 1. For the molar mass, the calculation gives 334.81 g mol⁻¹. The energy above the lowest of the compared OMol25 structures with the same formula, charge and spin is 63.6 kJ/mol. As for the net charge: +2.

=====

The molecule C6H15BS3 in a non-equilibrium geometry, computed with ωB97M-V with the def2-TZVPD basis set.

XYZ file:
```
25
Properties=species:S:1:pos:R:3:forces:R:3:nbo_charge:R:1
B -0.24689 0.04506 0.34350 0.7914 -1.0759 -0.3672 -0.017
C 2.45502 -0.56181 0.93113 -1.0173 1.0416 -0.8379 -0.644
C 0.24840 -2.48637 -0.79846 1.8863 2.4998 3.9860 -0.617
C -0.99959 2.51844 0.98284 -3.4478 -0.3609 -0.6447 -0.700
C 1.45769 0.37521 0.29294 -1.1183 2.7283 -0.8203 -0.373
C -0.67805 -1.28803 -0.57876 -0.6694 2.4548 -1.9548 -0.527
C -1.25313 1.26184 0.18820 1.0604 0.7441 -0.2877 -0.018
S 1.95782 0.50402 -1.58631 -0.2525 0.2128 1.5172 -0.112
S -2.36478 -1.82395 -0.12001 0.1877 -0.5162 -0.3308 -0.055
S -2.65509 1.39430 -0.76462 0.0900 -0.1913 -0.2347 0.256
H 2.27043 -0.64623 1.96620 -0.3193 -0.5693 1.1311 0.217
H 3.48593 -0.36556 0.76230 0.8516 0.8617 -0.1765 0.213
H 2.23986 -1.37315 0.33579 0.0163 -2.9659 -0.2545 0.214
H -0.21609 -3.28955 -1.16121 -2.3081 -3.2258 -1.2841 0.202
H 1.11892 -2.40036 -1.41011 0.5869 0.9615 -0.5074 0.222
H 0.64765 -2.74495 0.24950 -0.5934 -0.0602 -1.4645 0.200
H -0.29247 2.39496 1.75182 0.9897 -0.0115 0.6982 0.240
H -2.08534 2.63829 1.45031 2.4686 0.7085 -0.5545 0.229
H -0.75833 3.28005 0.22077 -0.1486 0.1324 0.7669 0.248
H 1.58389 1.38386 0.75964 0.0529 -0.4115 -0.7212 0.191
H -0.93442 -0.71015 -1.59180 0.9773 -1.4224 1.6150 0.206
H -0.45987 0.13275 1.57636 -0.2268 -0.7180 0.0479 0.087
H 1.04498 1.43640 -1.89170 0.0038 -0.0370 -0.0739 0.111
H -2.57850 -2.40429 -1.33006 -0.2728 0.0708 0.5080 0.113
H -2.98803 2.72922 -0.57826 0.4113 -0.8501 0.2446 0.114
```
Forces are in eV/Å.

The calculation puts the electronic energy at -39644.187 eV. The multiplicity is 1. For the molar mass, the calculation gives 194.20 g mol⁻¹. The energy above the lowest of the compared OMol25 structures with the same formula, charge and spin is 171.0 kJ/mol. As for the net charge: 0.

=====

C6H15BrCuO4P as an isolated structure in a non-equilibrium geometry, computed with ωB97M-V with the def2-TZVPD basis set.

XYZ file:
```
28
Properties=species:S:1:pos:R:3:forces:R:3:nbo_charge:R:1
Cu 1.58397 -2.17454 -3.78853 1.9682 0.7750 -2.6731 0.697
Br 0.46399 -2.70086 -2.18301 1.6627 -2.3534 0.4395 -0.653
C -2.47968 -1.44772 -2.46573 0.9774 0.3045 0.2019 -0.629
C -1.61606 -1.37547 -1.18560 -3.4263 -1.9192 0.3029 -0.087
O -0.99841 -0.15637 -1.03899 0.8783 1.8187 0.6819 -0.808
P -0.68375 0.26617 0.49056 -2.2255 0.0274 -0.4508 2.582
O -1.72985 -0.09196 1.47212 0.8573 0.3336 -0.6464 -1.095
O 0.70519 -0.39612 0.71019 0.7433 -0.5342 0.9398 -0.837
C 0.89599 -1.35766 1.77677 0.7033 -0.1170 0.6017 -0.068
C 1.56037 -0.76372 3.03962 0.0331 0.6852 -0.5566 -0.655
O -0.44103 1.81446 0.34183 -0.2001 -0.1217 0.4641 -0.809
C 0.77650 2.28989 -0.22933 0.0510 0.0599 -0.0490 -0.067
C 1.03486 3.72795 0.15797 -0.8500 0.1779 -0.9201 -0.635
H -1.87763 -1.34858 -3.36895 0.2483 0.3492 0.0416 0.200
H -2.92267 -2.43441 -2.60100 -0.3582 0.0953 0.4783 0.216
H -3.20202 -0.63181 -2.44104 -0.2296 -0.2624 -0.0923 0.215
H -2.28740 -1.52812 -0.34055 -0.3402 0.1002 0.0904 0.186
H -0.93185 -2.22356 -1.15904 -1.6252 1.1752 1.0824 0.156
H -0.01808 -1.86591 2.08379 -0.2297 0.3092 -0.4918 0.211
H 1.55546 -2.09370 1.31695 -0.0447 -0.0141 0.1310 0.190
H 1.73927 0.30964 2.97637 0.0632 0.1274 -0.6576 0.223
H 0.92805 -0.77467 3.92740 0.1324 -0.8089 0.0235 0.226
H 2.55169 -1.20440 3.14532 -0.2156 -0.1453 0.5684 0.216
H 1.56665 1.63093 0.13059 0.1888 0.1614 -0.2751 0.190
H 0.65278 2.22484 -1.31033 0.3575 -0.1812 -0.0993 0.182
H 0.42190 4.39160 -0.45191 -0.1968 -0.0592 -0.2047 0.209
H 0.70054 3.97077 1.16662 0.8839 -0.2330 0.2500 0.229
H 2.05109 3.94340 -0.17212 0.1931 0.2494 0.8195 0.217
```
Forces are in eV/Å.

The calculation puts the electronic energy at -138626.932 eV. The multiplicity is 1. For the molar mass, the calculation gives 325.61 g mol⁻¹. The energy above the lowest of the compared OMol25 structures with the same formula, charge and spin is 163.6 kJ/mol. As for the net charge: 0.

=====

An isolated ion of composition C6H15BrN2 and charge +2 in a non-equilibrium geometry, computed with ωB97M-V with the def2-TZVPD basis set.

XYZ file:
```
24
Properties=species:S:1:pos:R:3:forces:R:3:nbo_charge:R:1
C 1.47465 1.52037 0.60620 -0.1358 -3.3006 -0.7396 -0.233
C 1.31693 0.26395 -0.50382 2.9829 1.9956 1.0131 -0.258
C -0.13747 -0.04628 -0.66121 1.0331 -0.3671 0.2596 0.041
C -0.64564 0.32776 -2.04744 2.3697 0.2205 1.8144 -0.640
C -0.71772 -0.66846 0.36773 -3.2933 0.7132 -0.9872 -0.257
C -2.22150 -0.98315 0.41741 0.0923 2.1979 -1.0259 -0.266
N 2.82765 2.05513 1.17289 -0.8218 -2.8226 -0.3967 -0.711
N -2.37768 -2.44394 0.37122 2.7051 -0.2236 -0.4203 -0.647
Br 2.50872 -1.20059 0.15435 -0.7216 0.6569 -0.2828 0.050
H 0.95034 2.33538 0.16407 -0.2859 0.8881 0.1400 0.237
H 0.94590 1.00366 1.39195 -0.1134 0.8150 0.7611 0.228
H 1.77689 0.59432 -1.44974 -0.2550 -0.3660 0.3540 0.243
H -0.00891 -0.18265 -2.74113 -0.1720 -1.1219 -0.6231 0.258
H -0.31844 1.33095 -2.30555 -0.7289 0.5958 0.3730 0.252
H -1.65805 0.13379 -2.08993 -1.9990 -0.0847 -0.9419 0.225
H 2.50651 2.58013 1.99876 0.6858 1.0756 -0.8519 0.472
H -0.38054 -0.88299 1.33179 1.9029 -0.1887 1.0848 0.224
H -2.76191 -0.61306 1.32995 0.7397 -0.1847 -0.8656 0.255
H -2.68253 -0.53278 -0.51445 0.0004 -0.7798 1.3217 0.239
H 3.48570 1.33237 1.61712 -1.1489 0.6260 -1.2470 0.472
H 3.26395 2.44800 0.32469 0.3972 0.8894 1.2282 0.471
H -1.74643 -2.93355 1.03437 -0.2044 0.3071 -0.4035 0.448
H -2.12619 -2.73013 -0.57709 -0.2031 -0.5497 0.1030 0.452
H -3.27423 -2.70821 0.60786 -2.8260 -0.9916 0.3326 0.445
```
Forces are in eV/Å.

The structure (SMILES) is C/C(=C\C[NH3+])[C@H](Br)C[NH3+]. The calculation puts the electronic energy at -79470.189 eV. The multiplicity is 1. For the molar mass, the calculation gives 195.10 g mol⁻¹. The energy above the lowest of the compared OMol25 structures with the same formula, charge and spin is 0.0 kJ/mol. As for the net charge: +2.

=====

A 2-piece molecular cluster, C6H15BrNO2 overall in a non-equilibrium geometry, computed with ωB97M-V with the def2-TZVPD basis set.

XYZ file:
```
25
Properties=species:S:1:pos:R:3:forces:R:3:nbo_charge:R:1
Br -2.26485 -0.84942 3.36830 0.1501 -0.0165 0.0853 -0.964
C -1.03787 3.12237 2.36493 -0.0008 0.3134 0.1960 -0.242
O -0.71268 2.26889 1.30733 0.2071 0.2213 -0.2907 -0.529
C 0.40321 1.47436 1.61095 0.0936 -0.2507 0.5231 -0.074
C 0.66538 0.46476 0.52491 0.0105 -0.0496 -0.3555 -0.235
N -0.50968 -0.38003 0.36445 0.6731 -0.5434 0.5331 -0.634
C -0.23132 -1.69314 -0.20615 -0.7279 -0.7828 -0.0060 -0.244
C 0.57166 -1.70666 -1.48024 0.2980 0.4217 -0.0636 -0.073
O -0.27522 -1.47298 -2.59625 -0.0767 -0.1968 0.0964 -0.534
C 0.41016 -1.57391 -3.80504 -0.0295 -0.0855 -0.4511 -0.241
H -0.28623 3.92216 2.49790 0.0569 -0.1772 -0.0075 0.135
H -1.13608 2.56836 3.30472 -0.0938 -0.0091 -0.0197 0.190
H -1.98105 3.61452 2.13039 -0.0718 -0.1423 -0.0100 0.182
H 0.20610 0.91168 2.53914 -0.0714 0.0860 -0.0468 0.195
H 1.30730 2.07820 1.80288 -0.0972 0.1517 -0.1915 0.143
H 1.57406 -0.08475 0.83982 -0.0377 -0.0606 -0.0474 0.149
H 0.89971 0.94787 -0.43050 0.0338 0.1598 0.0998 0.173
H -0.79594 -0.57606 1.33280 -0.7784 0.1512 -0.3195 0.413
H -1.18591 -2.18350 -0.44294 -0.0456 0.3085 -0.0699 0.212
H 0.18504 -2.43227 0.50328 0.5152 0.4919 0.0951 0.170
H 1.10259 -2.66061 -1.60652 -0.1878 -0.0844 -0.0142 0.155
H 1.34609 -0.92673 -1.44702 0.0345 -0.0806 -0.0794 0.160
H 0.99308 -2.50552 -3.87357 0.1188 0.1254 0.1336 0.152
H 1.06698 -0.71078 -3.98130 0.1100 -0.0997 0.0617 0.157
H -0.31453 -1.61681 -4.62228 -0.0830 0.1481 0.1489 0.182
```
Forces are in eV/Å.

The calculation puts the electronic energy at -82093.767 eV. The multiplicity is 1. For the molar mass, the calculation gives 213.09 g mol⁻¹. The energy above the lowest of the compared OMol25 structures with the same formula, charge and spin is 140.3 kJ/mol. As for the net charge: -1.

=====

A 3-piece molecular cluster, C6H15BrO3P overall in a non-equilibrium geometry, computed with ωB97M-V with the def2-TZVPD basis set.

XYZ file:
```
26
Properties=species:S:1:pos:R:3:forces:R:3:nbo_charge:R:1
C 0.93516 4.21195 0.90042 -3.5954 -1.3062 4.1509 -0.732
C -3.72766 -1.72238 -0.38445 -0.0993 -1.2981 -0.1031 -0.625
C 1.07786 -0.57103 -3.36740 3.1640 1.5372 1.8358 -0.652
C 1.08673 3.11413 0.03441 1.6471 -1.2612 -4.8627 0.481
C -2.41757 -2.16770 -0.99184 -1.9984 1.0961 -0.7816 -0.072
C 0.41731 0.49332 -2.43680 4.0792 1.0329 0.2412 -0.090
O 0.77059 1.94856 0.12670 -0.2267 0.1915 1.1517 -0.603
O -1.45760 -1.82263 -0.02266 1.6174 -0.6609 1.0050 -0.782
O -0.47284 -0.13337 -1.51219 -0.5809 -1.6705 1.4854 -0.807
P -0.20017 -0.97526 -0.18602 0.4844 1.8916 -1.2406 1.771
Br -3.24153 1.14336 1.87565 6.3496 -2.3082 0.9050 -0.168
H 1.66228 4.95705 0.92522 1.1720 1.0873 -0.2306 0.261
H -0.06874 4.59567 0.57563 0.7807 0.2717 0.2515 0.276
H 0.70884 3.73798 1.95177 0.5605 1.2860 -1.6019 0.241
H -3.53581 -0.69279 -0.32785 -0.9489 1.7274 0.1808 0.214
H -4.61345 -2.01891 -1.00121 0.7983 0.4362 0.6797 0.244
H -3.76837 -2.09784 0.66651 -0.2963 0.0535 -0.9365 0.233
H 1.55852 -0.13452 -4.23539 -0.2805 0.6914 -0.1860 0.250
H 2.02002 -1.06220 -2.90289 -1.8843 0.4757 -0.1827 0.221
H 0.43039 -1.26735 -3.73983 -1.8657 -1.9644 -0.7041 0.218
H 1.50970 3.42186 -1.02454 -0.3972 -0.3267 1.3949 0.088
H -4.40166 1.59112 1.72924 -6.2832 2.4085 -0.8218 0.173
H -2.11983 -1.63945 -1.87718 -0.4660 0.3096 -0.6022 0.192
H -2.44532 -3.17568 -1.23634 0.6860 -2.1557 0.1917 0.211
H -0.13780 1.25691 -3.02328 0.1927 -0.5932 0.7709 0.227
H 1.31991 0.99509 -1.76244 -2.6089 -0.9513 -1.9906 0.230
```
Forces are in eV/Å.

The calculation puts the electronic energy at -91930.186 eV. The multiplicity is 1. For the molar mass, the calculation gives 246.06 g mol⁻¹. The energy above the lowest of the compared OMol25 structures with the same formula, charge and spin is 281.1 kJ/mol. As for the net charge: +1.